1.
The following is a quantum chemistry calculation of a molecular structure, C24H22BBr2F8LuN3PSSb at a distorted geometry, from the OMol25 dataset.

Each line ends with the Mulliken spin population.
Atoms and positions in Å:
1 Lu 1.35 0.86 -0.75  -0.022
2 Br -0.90 4.31 -1.36  0.012
3 C 0.47 4.70 -2.66  -0.003
4 Br 2.08 3.59 -2.61  0.028
5 H 0.79 5.72 -2.50  0.001
6 H 0.03 4.56 -3.63  0.000
7 C -4.44 2.67 -0.68  -0.001
8 C -4.21 1.76 -1.70  0.004
9 C -3.30 0.74 -1.53  0.006
10 C -2.61 0.61 -0.32  0.012
11 C -2.83 1.53 0.69  -0.020
12 C -3.74 2.56 0.51  0.000
13 P -1.43 -0.80 -0.22  0.116
14 C -2.60 -2.18 0.05  0.082
15 C -2.25 -3.43 -0.47  0.013
16 C -3.10 -4.52 -0.30  0.001
17 C -4.30 -4.36 0.37  0.001
18 C -4.66 -3.12 0.88  0.004
19 C -3.82 -2.03 0.72  0.006
20 C -0.70 -0.53 1.45  0.035
21 C -1.17 -1.11 2.63  0.012
22 C -0.55 -0.83 3.84  -0.006
23 C 0.55 0.02 3.89  0.028
24 C 1.04 0.59 2.72  -0.015
25 C 0.43 0.28 1.53  0.097
26 H -5.15 3.47 -0.82  0.000
27 H -4.75 1.85 -2.64  0.000
28 H -3.11 0.03 -2.33  -0.002
29 H -2.28 1.45 1.63  0.001
30 H -3.91 3.28 1.30  0.000
31 H -1.32 -3.54 -1.00  0.007
32 H -2.82 -5.48 -0.71  0.000
33 H -4.96 -5.21 0.50  0.000
34 H -5.60 -3.00 1.40  0.001
35 H -4.12 -1.06 1.09  0.001
36 H -2.03 -1.76 2.59  0.004
37 H -0.93 -1.27 4.75  0.000
38 H 1.04 0.24 4.83  0.000
39 H 1.89 1.26 2.77  0.005
40 C 3.53 -1.85 1.30  0.003
41 C 4.17 -0.58 0.84  -0.001
42 N 3.57 0.44 0.26  0.003
43 C 4.55 1.35 -0.06  0.001
44 C 5.76 0.87 0.34  0.001
45 N 5.49 -0.35 0.91  0.001
46 H 2.51 -1.66 1.63  -0.002
47 H 4.10 -2.29 2.12  0.000
48 H 3.49 -2.57 0.48  0.000
49 H 4.32 2.28 -0.55  0.000
50 H 6.75 1.29 0.28  0.000
51 H 6.18 -0.98 1.29  0.000
52 S 2.65 4.18 2.54  0.021
53 C 2.06 3.34 1.33  -0.001
54 N 1.62 2.72 0.43  0.014
55 F 0.38 0.01 -3.28  0.029
56 B -0.14 1.10 -2.57  0.509
57 F -0.89 1.80 -3.42  0.016
58 F 1.54 -1.31 -0.91  -0.001
59 Sb 2.52 -1.61 -2.66  -0.003
60 F 4.32 -1.44 -2.07  0.000
61 F 2.72 0.44 -2.40  0.001
62 F 3.00 -1.22 -4.43  0.000
63 F 0.97 -2.43 -3.37  0.000
64 F 2.78 -3.36 -1.96  0.000

The expectation value of S² is 0.764. As for the multiplicity: 2. The total energy comes out at -252504.5598 eV.

2.
The following is a quantum chemistry calculation of a molecular structure, C2H5NO2S at a distorted geometry, from the OMol25 dataset.

Each line ends with the natural charge from an NBO analysis.
Atoms and positions in Å:
1 C 0.18 -1.47 0.21  -0.345
2 C 0.23 0.83 0.57  0.321
3 H -0.06 -0.94 -0.98  0.229
4 H -0.68 -1.55 1.00  0.205
5 H 1.13 -2.47 0.11  0.203
6 H -1.41 1.92 0.08  0.420
7 H 0.19 0.71 -1.71  0.462
8 N -0.85 0.99 -0.11  -0.355
9 O 0.95 -0.39 0.77  -0.514
10 O -0.90 0.45 -1.34  -0.481
11 S 1.23 1.92 1.41  -0.146

The total energy comes out at -18568.4812 eV.

3.
The following is a quantum chemistry calculation of 2 unconnected molecules or ions with the total composition C3H4N2O, from the OMol25 dataset.

Each line ends with the natural charge from an NBO analysis.
Atoms and positions in Å:
1 C -0.88 -1.49 -0.73  -0.064
2 N -0.51 -2.47 -0.26  0.202
3 O -0.13 -3.52 0.20  -0.422
4 H -1.15 -0.47 -0.96  0.264
5 C 1.63 0.76 0.94  -0.297
6 C 0.74 1.11 0.21  0.132
7 N -0.36 1.51 -0.50  -0.852
8 H 2.44 0.57 1.60  0.244
9 H -0.15 1.76 -1.46  0.394
10 H -0.81 2.28 -0.03  0.398

The total energy comes out at -8198.3014 eV.

4.
The following is a quantum chemistry calculation of 3 unconnected molecules or ions with the total composition C27H29N3O6, from the OMol25 dataset.

Each line ends with the natural charge from an NBO analysis.
Atoms and positions in Å:
1 C -3.94 -3.55 1.29  -0.641
2 C -3.94 -3.15 -0.19  -0.066
3 O -3.35 -4.13 -1.03  -0.540
4 C -1.94 -4.14 -1.00  -0.106
5 C -1.36 -3.56 -2.30  -0.087
6 O -0.18 -2.79 -2.11  -0.509
7 C -0.25 -1.69 -1.30  0.301
8 C -1.35 -0.82 -1.40  -0.264
9 C -1.40 0.30 -0.63  -0.184
10 C -0.35 0.61 0.25  0.075
11 N -0.42 1.74 1.00  -0.360
12 C 0.59 1.99 1.78  -0.011
13 C 1.72 1.14 1.83  0.013
14 N 1.82 0.05 1.13  -0.410
15 C 0.77 -0.27 0.31  0.179
16 C 0.81 -1.45 -0.46  -0.068
17 C 1.97 -2.41 -0.45  -0.431
18 C 2.58 -2.79 0.90  -0.399
19 C 1.59 -3.20 1.98  -0.225
20 N 0.41 -3.92 1.44  -0.850
21 H -3.04 -4.11 1.52  0.205
22 H -4.82 -4.11 1.57  0.212
23 H -3.91 -2.65 1.91  0.210
24 H -4.96 -3.02 -0.53  0.187
25 H -3.45 -2.18 -0.30  0.168
26 H -1.55 -3.60 -0.13  0.189
27 H -1.62 -5.18 -0.89  0.190
28 H -1.07 -4.36 -2.96  0.196
29 H -2.15 -3.01 -2.81  0.178
30 H -2.15 -1.02 -2.09  0.242
31 H -2.23 0.99 -0.71  0.232
32 H 0.57 2.87 2.41  0.222
33 H 2.54 1.39 2.49  0.186
34 H 1.66 -3.32 -0.96  0.242
35 H 2.77 -1.98 -1.06  0.219
36 H 3.26 -3.63 0.70  0.195
37 H 3.21 -1.98 1.26  0.224
38 H 2.11 -3.85 2.68  0.185
39 H 1.30 -2.31 2.55  0.181
40 H 0.27 -4.77 1.98  0.359
41 H -0.42 -3.37 1.64  0.353
42 O 6.44 5.78 5.12  -0.479
43 C 5.33 5.37 4.86  0.475
44 C 4.52 5.98 3.78  -0.227
45 C 3.30 5.54 3.49  -0.225
46 C 2.70 4.40 4.24  0.481
47 O 1.59 3.99 3.98  -0.509
48 C 3.51 3.78 5.32  -0.227
49 C 4.73 4.23 5.61  -0.226
50 H 4.97 6.81 3.25  0.235
51 H 2.68 5.97 2.71  0.234
52 H 3.05 2.96 5.85  0.233
53 H 5.34 3.80 6.39  0.235
54 O -3.22 0.75 -3.30  -0.505
55 C -2.83 1.42 -4.23  0.484
56 C -1.40 1.40 -4.64  -0.237
57 C -0.96 2.14 -5.66  -0.217
58 C -1.89 3.01 -6.43  0.475
59 O -1.49 3.69 -7.35  -0.483
60 C -3.31 3.04 -6.01  -0.229
61 C -3.75 2.30 -4.99  -0.223
62 H -0.75 0.75 -4.07  0.239
63 H 0.07 2.14 -5.98  0.233
64 H -3.97 3.69 -6.58  0.234
65 H -4.78 2.30 -4.67  0.232

The total energy comes out at -45221.4721 eV.

5.
The following is a quantum chemistry calculation of a molecular structure, C2BrO4 at a distorted geometry, from the OMol25 dataset.

Each line ends with the natural charge from an NBO analysis.
Atoms and positions in Å:
1 C -0.67 -1.52 0.15  1.008
2 C 0.26 1.89 -0.14  1.044
3 O -1.04 -2.05 -0.85  -0.612
4 O -0.51 1.49 -0.90  -0.532
5 O 1.06 2.29 0.56  -0.517
6 O -0.87 -1.07 1.21  -0.600
7 Br 1.77 -1.03 -0.02  -0.791

Its net charge is -1. The total energy comes out at -80310.3697 eV.